Run one
8 unconnected molecules or ions with the total composition H16O8, computed with ωB97M-V/def2-TZVPD.

Gap between HOMO and LUMO = 9.23 eV
SMILES = O.O.O.O.O.O.O.O
M = 144.1 g mol⁻¹
LUMO energy = -0.007 Ha

```
! RIJCOSX wB97M-V def2-TZVPD def2/J DEFGRID3
* xyz 0 1
O -0.89809 -1.24120 0.02139
H -0.72806 -0.30561 0.18984
H -0.41934 -1.61859 0.83774
O -4.99294 0.88915 0.00442
H -4.58549 1.44477 0.59530
H -5.91082 1.15361 -0.01033
O -0.22126 4.02098 -1.65756
H -0.55147 3.37709 -0.99758
H -0.03962 4.72258 -1.14943
O 3.27750 1.78696 2.46789
H 2.60008 1.81119 1.82653
H 3.80968 2.58612 2.33428
O -3.32439 -2.49947 0.58434
H -3.37125 -3.36051 1.02704
H -3.14684 -1.82098 1.13628
O 0.68065 -0.84013 -1.50858
H -0.27763 -1.05138 -1.44865
H 1.07614 -1.68941 -1.58981
O 4.06240 -1.94179 -1.31481
H 4.26393 -1.42385 -2.15990
H 3.13061 -2.14281 -1.30245
O 1.71424 -0.96334 0.50857
H 2.44083 -0.31687 0.31535
H 1.41113 -0.57651 1.29013
*
```

Löwdin atomic charge list, values in e, 6 entries: number 1, O, carries -0.086; number 2, H, carries 0.057; number 3, H, carries 0.107; number 4, O, carries -0.011; number 5, H, carries -0.022; number 6, H, carries 0.037


Run two
8 unconnected molecules or ions with the total composition H16O8, computed with ωB97M-V/def2-TZVPD.

Gap between HOMO and LUMO = 10.50 eV
SMILES = O.O.O.O.O.O.O.O
M = 144.1 g mol⁻¹
LUMO energy = 0.005 Ha

```
! RIJCOSX wB97M-V def2-TZVPD def2/J DEFGRID3
* xyz 0 1
O 2.15005 -1.46420 -1.96303
H 1.38538 -1.11699 -2.43526
H 2.03779 -2.39945 -2.02641
O -1.60728 1.85643 0.24500
H -0.93650 2.53004 0.05955
H -2.38889 2.31578 0.45148
O -0.00875 0.06810 -1.32985
H -0.69987 0.52164 -0.80276
H 0.52317 0.84343 -1.64613
O -3.64437 -0.50407 1.24447
H -3.95834 0.34372 0.86653
H -2.71887 -0.64956 1.06449
O 1.68327 2.09779 -1.48732
H 1.75916 1.89323 -0.58452
H 2.50601 1.79701 -1.87277
O 0.29837 -0.14036 2.52127
H -0.02465 -0.72301 1.82188
H 0.57765 -0.68477 3.25089
O 2.26100 -0.49569 0.73339
H 1.90541 -0.46722 -0.16574
H 1.60338 0.02325 1.23304
O -1.03772 -1.67214 0.60793
H -0.70630 -1.32136 -0.20620
H -0.95912 -2.65157 0.42009
*
```

Löwdin atomic charge list, values in e, 6 entries: number 1, O, carries -0.038; number 2, H, carries 0.028; number 3, H, carries 0.037; number 4, O, carries -0.017; number 5, H, carries 0.066; number 6, H, carries 0.028


Run three
8 unconnected molecules or ions with the total composition H16O8, computed with ωB97M-V/def2-TZVPD.

Gap between HOMO and LUMO = 10.75 eV
SMILES = O.O.O.O.O.O.O.O
M = 144.1 g mol⁻¹
LUMO energy = 0.002 Ha

```
! RIJCOSX wB97M-V def2-TZVPD def2/J DEFGRID3
* xyz 0 1
O 5.90041 6.21560 4.77176
H 5.89552 5.26317 4.96065
H 6.30776 6.31448 3.91151
O 5.67580 7.83620 9.25150
H 5.02274 7.17005 9.51816
H 5.28060 8.33560 8.53300
O 5.10015 4.70639 8.62137
H 6.04625 4.90262 8.76802
H 4.85759 5.20145 7.83308
O 7.91112 3.61181 7.67090
H 8.81083 3.61276 7.35271
H 7.87882 2.98842 8.40356
O 2.95684 3.33346 6.54794
H 3.14039 3.59267 7.45964
H 3.83599 3.12152 6.19047
O 5.75575 3.34098 5.77725
H 6.20497 2.74187 5.17946
H 6.36538 3.41849 6.52055
O 7.60427 5.95498 9.70563
H 7.06586 6.66354 9.30280
H 8.34929 6.43894 10.08464
O 4.27391 4.31334 11.25409
H 5.13499 4.37732 11.70041
H 4.46709 4.27188 10.29580
*
```

Löwdin atomic charge list, values in e, 6 entries: number 1, O, carries -0.068; number 2, H, carries -0.006; number 3, H, carries 0.025; number 4, O, carries -0.044; number 5, H, carries 0.055; number 6, H, carries 0.063


Run four
8 unconnected molecules or ions with the total composition H16O8, computed with ωB97M-V/def2-TZVPD.

Gap between HOMO and LUMO = 9.73 eV
SMILES = O.O.O.O.O.O.O.O
M = 144.1 g mol⁻¹
LUMO energy = -0.017 Ha

```
! RIJCOSX wB97M-V def2-TZVPD def2/J DEFGRID3
* xyz 0 1
O -3.00936 -13.47506 -22.39186
H -2.37818 -12.94983 -22.83749
H -3.78240 -13.23103 -22.91715
O -1.49826 -7.99154 -25.43222
H -0.54203 -8.00038 -25.51440
H -1.61818 -8.81423 -25.00620
O 0.16926 -10.91980 -20.73775
H 0.84262 -11.25577 -20.12693
H 0.52038 -11.04233 -21.63760
O -0.18026 -14.16039 -21.79016
H -0.34628 -13.35143 -22.25689
H -0.50070 -13.91936 -20.92428
O -2.36876 -9.50905 -22.89330
H -3.17048 -9.08530 -23.22322
H -1.89998 -8.92095 -22.30689
O -1.00927 -11.89044 -23.28537
H -1.52857 -11.06276 -23.05201
H -0.17846 -11.51866 -23.54787
O -3.47614 -10.02578 -20.42713
H -3.15728 -9.88174 -21.29749
H -3.86675 -9.14387 -20.26677
O 1.48692 -10.63229 -23.16849
H 2.34297 -10.89382 -22.85380
H 1.63564 -9.90023 -23.77593
*
```

Löwdin atomic charge list, values in e, 6 entries: number 1, O, carries -0.042; number 2, H, carries -0.055; number 3, H, carries 0.040; number 4, O, carries -0.031; number 5, H, carries 0.034; number 6, H, carries -0.023


Bottom line: run three, by a margin of 36.0 kJ/mol.


Run one
8 unconnected molecules or ions with the total composition H16O8, computed with ωB97M-V/def2-TZVPD.

Gap between HOMO and LUMO = 8.95 eV
SMILES = O.O.O.O.O.O.O.O
M = 144.1 g mol⁻¹
LUMO energy = 0.010 Ha

```
! RIJCOSX wB97M-V def2-TZVPD def2/J DEFGRID3
* xyz 0 1
O -0.44286 -0.25424 -0.35696
H 0.07870 -0.99583 -0.02983
H 0.21609 0.37783 -0.66562
O -1.64826 1.07743 0.63425
H -2.48883 0.69421 0.35934
H -1.87376 1.60751 1.40701
O 3.67997 2.60602 -1.53831
H 3.25082 2.83989 -2.36905
H 3.70030 3.43313 -1.04388
O -0.62478 4.65799 0.69501
H -1.54064 4.91593 0.84885
H -0.45301 3.99004 1.36830
O -1.18198 -1.38664 -1.99227
H -1.86869 -1.99493 -1.69662
H -1.65089 -0.75803 -2.55259
O 2.92098 -3.24232 -0.42244
H 2.01677 -3.07755 -0.71269
H 2.93838 -4.18749 -0.23444
O -4.99679 -1.42921 0.24206
H -4.09995 -1.07621 0.24991
H -4.87255 -2.38498 0.23474
O 2.72252 -1.50560 2.50055
H 3.37239 -1.67242 3.19252
H 2.84605 -2.23450 1.88215
*
```

Löwdin atomic charge list, values in e, 6 entries: number 1, O, carries -0.127; number 2, H, carries 0.052; number 3, H, carries 0.065; number 4, O, carries -0.075; number 5, H, carries 0.035; number 6, H, carries 0.042


Run two
8 unconnected molecules or ions with the total composition H16O8, computed with ωB97M-V/def2-TZVPD.

Gap between HOMO and LUMO = 8.94 eV
M = 144.1 g mol⁻¹
LUMO energy = 0.003 Ha

```
! RIJCOSX wB97M-V def2-TZVPD def2/J DEFGRID3
* xyz 0 1
O -0.55904 -0.49533 0.24525
H -0.46604 0.23767 -0.42375
H -1.11504 -1.21433 -0.21975
H 0.45296 -0.65733 0.52825
O 2.00596 -1.00833 0.36125
H 1.96696 -1.96133 0.34725
O 0.00896 1.18267 -1.87375
H 0.94596 1.50667 -1.83775
H -0.60104 1.92867 -2.21775
O 1.08896 -0.22633 2.85625
H 1.70596 0.40067 2.96025
H 1.29796 -0.48433 1.89725
O -0.58004 -2.95733 -0.93375
H -0.47104 -3.35233 -1.68075
H -0.49004 -3.74333 -0.31975
O 2.28096 1.57767 0.21125
H 3.23796 1.50767 0.00525
H 2.29196 0.57067 0.35825
O -3.24004 -0.26733 -0.69375
H -3.34304 -0.05433 0.18325
H -3.87004 -0.83433 -1.20875
O -0.84904 2.45467 0.73125
H -1.58804 2.72567 0.13925
H -0.11204 3.16367 0.58525
*
```

Löwdin atomic charge list, values in e, 6 entries: number 1, O, carries 0.101; number 2, H, carries 0.070; number 3, H, carries 0.122; number 4, H, carries 0.077; number 5, O, carries -0.368; number 6, H, carries -0.029


Run three
8 unconnected molecules or ions with the total composition H16O8, computed with ωB97M-V/def2-TZVPD.

Gap between HOMO and LUMO = 10.88 eV
SMILES = O.O.O.O.O.O.O.O
M = 144.1 g mol⁻¹
LUMO energy = -0.006 Ha

```
! RIJCOSX wB97M-V def2-TZVPD def2/J DEFGRID3
* xyz 0 1
O 1.06873 -0.05941 -0.32981
H 1.41245 -0.65848 -0.98900
H 0.78620 -0.58512 0.51872
O -0.09787 -0.67415 -5.34523
H -0.75432 -1.17740 -4.90375
H 0.67997 -0.80368 -4.80013
O -2.92138 -0.95350 0.84554
H -3.09139 -0.01245 0.82057
H -2.19400 -0.99479 1.43973
O 0.14778 2.53135 0.96924
H 0.79418 2.06750 0.52123
H 0.65732 2.74398 1.75827
O 0.82091 -1.92856 3.00298
H 1.34910 -1.45441 2.44126
H 1.13419 -1.99288 3.93043
O -2.17846 1.69484 2.50975
H -1.78427 2.50383 2.67631
H -2.97425 1.85996 3.03654
O 1.47740 -4.74484 -0.27533
H 0.95143 -4.14574 -0.84581
H 1.63047 -5.55067 -0.72527
O 1.07337 4.50287 -2.16679
H 0.41986 3.98824 -1.61267
H 1.59259 3.84349 -2.47679
*
```

Löwdin atomic charge list, values in e, 6 entries: number 1, O, carries -0.077; number 2, H, carries 0.024; number 3, H, carries 0.091; number 4, O, carries -0.037; number 5, H, carries 0.011; number 6, H, carries 0.027


Bottom line: run three, by a margin of 117.7 kJ/mol.